(1)
Here is 2 unconnected molecules or ions with the total composition C5H11N3 from OMol25. Energies are from ωB97M-V/def2-TZVPD.

```
19
Properties=species:S:1:pos:R:3:forces:R:3:nbo_charge:R:1
C 2.50252 1.24595 -1.62603 -0.4 0.6 3.0 -0.2717
C -1.15481 0.05669 -0.31246 -1.1 1.3 0.1 0.3588
C -1.68914 1.30636 -1.03726 0.1 -0.1 -0.5 -0.6611
C -1.56378 -1.86277 0.94405 0.8 1.8 -0.6 -0.4440
C 1.40528 0.32725 0.96665 1.4 -2.2 -2.3 -0.5126
N 0.03719 -0.42214 -0.87993 1.9 0.6 -0.4 -0.1825
N -1.91864 -0.50626 0.50337 -1.0 -0.8 -0.1 -0.4310
N 1.16992 -0.15617 -0.43566 -0.5 -0.7 -1.2 -0.0526
H 3.37691 0.70433 -1.27337 0.3 -0.3 0.0 0.0982
H 2.58310 1.32125 -2.66441 -0.2 -0.7 -2.3 0.0925
H -2.77055 1.05941 -1.25245 1.3 0.7 0.1 0.2454
H -1.10939 1.56366 -1.95223 -0.5 -0.7 0.4 0.2307
H -1.56976 2.22232 -0.45264 -0.4 -0.3 0.4 0.2343
H -1.56393 -1.78398 2.02985 0.3 -0.8 0.0 0.2095
H -0.59302 -2.00976 0.44830 0.0 -1.1 0.9 0.1758
H -2.29070 -2.57454 0.56638 -0.1 0.0 0.2 0.2122
H 2.25440 -0.36126 1.26369 0.1 1.9 -0.4 0.2261
H 0.69972 -0.14961 1.55488 -2.3 0.3 1.4 0.2059
H 1.48197 1.38254 0.78293 0.4 0.5 1.2 0.2663
```
Positions in Å, forces in eV/Å.

2S+1 = 1
HOMO (alpha / beta) = -8.4 / -8.4 eV
LUMO level (alpha / beta) = -0.6 / -0.6 eV
orbital gap (alpha / beta) = 0.2879 / 0.2885 Eh



(2)
Here is 2 unconnected molecules or ions with the total composition C20H27N3O3S from OMol25. Energies are from ωB97M-V/def2-TZVPD.

```
54
Properties=species:S:1:pos:R:3:forces:R:3:nbo_charge:R:1
C -1.01319 1.37066 -0.46570 0.3 0.1 0.5 -0.7288
C -0.65859 -0.05083 -0.06385 -0.2 -0.8 0.2 0.6962
O -1.08727 -0.98001 -0.72521 -0.4 -0.4 -1.0 -0.6609
N 0.09923 -0.44067 1.02088 0.1 1.4 0.1 -0.6278
C 0.51129 0.31499 2.20821 0.1 -0.2 0.3 -0.0674
C 0.82218 1.79789 1.97454 0.0 0.0 -0.2 -0.6119
C -0.48277 0.15336 3.35805 -1.7 -0.3 -0.4 -0.0232
C -1.85515 -0.02025 3.07677 1.7 0.2 -0.1 -0.2086
C -2.79310 -0.19836 4.09099 0.0 0.0 1.4 -0.2079
C -2.38769 -0.19632 5.42044 -1.1 -0.1 -1.4 -0.1797
C -1.04072 -0.01393 5.74644 -0.1 0.0 0.1 -0.0821
C -0.66045 -0.01189 7.09606 1.6 0.2 0.9 -0.1638
C 0.67397 0.17008 7.45768 -1.4 -0.2 0.1 -0.2195
C 1.63801 0.35394 6.46852 -0.1 0.0 -1.5 -0.2112
C 1.27081 0.35283 5.11922 0.7 0.0 1.3 -0.2094
C -0.07261 0.16628 4.72275 0.2 0.1 -0.2 0.0052
H -1.62571 1.36174 -1.36866 0.1 -0.3 0.1 0.2669
H -0.11440 1.95427 -0.66577 -0.1 0.0 0.2 0.2400
H -1.59338 1.85234 0.32287 0.1 0.1 0.0 0.2243
H 0.13196 -1.45302 1.10975 -0.1 0.4 -0.1 0.4113
H 1.45499 -0.15571 2.49659 -0.1 0.0 0.1 0.2029
H -0.09381 2.38362 1.87100 0.2 0.0 0.0 0.2170
H 1.43874 1.92327 1.07976 -0.1 0.0 0.1 0.2152
H 1.37596 2.20443 2.82532 -0.1 -0.2 0.0 0.2240
H -2.22588 -0.03056 2.05802 0.3 0.0 0.0 0.2182
H -3.84096 -0.34118 3.84333 0.1 0.0 0.0 0.2177
H -3.12832 -0.33645 6.20187 0.2 0.0 0.0 0.2122
H -1.40643 -0.15017 7.87261 0.0 0.0 -0.2 0.2115
H 0.95977 0.16912 8.50551 -0.1 0.0 -0.1 0.2153
H 2.67746 0.49667 6.74868 -0.1 0.0 -0.1 0.2148
H 2.06447 0.50449 4.39825 -0.2 0.0 -0.1 0.2051
C 0.40527 -1.43527 -6.94727 -0.1 -0.1 0.4 -0.4195
N 0.51546 -2.49901 -5.95078 0.0 0.6 -1.4 -0.6026
C 0.66226 -2.37269 -4.62770 -0.1 -0.8 1.3 0.6644
O 0.66814 -3.38503 -3.93974 0.1 0.4 0.3 -0.6186
C 0.80399 -0.97413 -3.98663 -0.1 0.5 0.4 -0.1436
C 1.62984 -1.01927 -2.68948 0.1 -0.8 -0.2 -0.5103
S 2.02172 0.65737 -2.10488 0.0 0.1 -0.2 -0.0640
N -0.51934 -0.40485 -3.70236 1.1 -1.2 -0.3 -0.6213
C -1.02822 0.75115 -4.12891 -0.8 1.3 -0.6 0.6777
C -0.18521 1.70802 -4.95161 0.0 -0.2 0.3 -0.7196
O -2.18026 1.05846 -3.86715 -0.2 0.0 0.3 -0.6351
H 0.31107 -1.87487 -7.94166 0.0 0.0 0.2 0.2205
H -0.48491 -0.83482 -6.75074 0.1 0.1 -0.1 0.2030
H 1.29202 -0.79928 -6.93169 -0.1 0.0 -0.1 0.1957
H 0.41964 -3.45225 -6.26813 0.0 0.1 0.2 0.4106
H 1.34915 -0.34847 -4.68908 -0.2 0.3 -0.1 0.2170
H 2.55959 -1.55675 -2.88119 0.0 0.0 0.0 0.2248
H 1.07556 -1.56807 -1.92590 0.0 0.1 -0.1 0.2503
H 2.72825 0.28593 -1.03094 0.0 -0.1 0.0 0.1373
H -1.10617 -0.92103 -3.05743 0.0 0.0 0.1 0.4448
H 0.71326 1.96890 -4.39648 0.2 0.0 -0.1 0.2280
H -0.76547 2.61180 -5.13319 0.0 -0.2 0.1 0.2481
H 0.07593 1.25353 -5.90201 0.2 0.0 -0.1 0.2166
```
Positions in Å, forces in eV/Å.

2S+1 = 1
HOMO = -8.1 eV
LUMO level = 0.3 eV
SMILES = CC(=O)N[C@@H](C)c1cccc2ccccc12.CNC(=O)[C@H](CS)NC(C)=O
orbital gap = 0.3088 Eh



Values for E_tot, eV, ordered as above
-9825.78959 -42627.63283
Values for energy relative to the best compared isomer or geometry (same formula, charge and spin), eV, ordered as above
8.1166 0.4469